Entry 1:
{"formula": "C25H44N4OPS3Si2Yb", "method": "the ωB97M-V functional and the def2-TZVPD basis", "homo_energy_ev": [0.13, 0.12], "charge": -2, "relative_energy_kcal_mol": 20.9, "multiplicity": 2, "total_energy_ha": -4547.0312, "homo_lumo_gap_ha": [0.159, 0.159], "symbols": ["Yb", "C", "Si", "C", "C", "N", "C", "C", "C", "C", "C", "C", "N", "Si", "C", "C", "C", "H", "H", "H", "H", "H", "H", "H", "H", "H", "H", "H", "H", "H", "H", "H", "H", "H", "H", "H", "H", "H", "H", "S", "C", "S", "S", "C", "P", "C", "C", "O", "H", "H", "H", "H", "H", "H", "H", "H", "H", "C", "C", "C", "C", "C", "C", "H", "H", "H", "H", "H", "H", "H", "H", "H", "N", "C", "C", "C", "N", "H", "H", "H", "H"], "positions_angstrom": [[1.089, -0.243, 0.204], [0.981, -3.363, 3.251], [0.868, -3.854, 1.474], [2.553, -4.144, 0.671], [-0.248, -5.296, 1.374], [0.146, -2.483, 0.541], [-1.131, -2.380, 0.231], [-2.224, -2.980, 0.973], [-3.392, -3.332, 0.326], [-3.691, -2.737, -0.950], [-2.835, -1.897, -1.539], [-1.510, -1.605, -0.961], [-0.664, -0.794, -1.478], [-0.875, 0.147, -2.929], [0.698, 1.126, -3.114], [-2.364, 1.203, -2.957], [-0.841, -0.995, -4.411], [2.025, -3.221, 3.601], [0.404, -4.060, 3.836], [0.560, -2.386, 3.378], [2.587, -3.618, -0.279], [2.833, -5.196, 0.556], [3.241, -3.641, 1.363], [0.461, -6.166, 1.434], [-0.728, -5.358, 0.397], [-0.952, -5.404, 2.207], [-1.956, -3.351, 1.985], [-4.099, -3.964, 0.869], [-4.685, -2.853, -1.424], [-2.919, -1.523, -2.566], [1.296, 1.047, -2.213], [0.401, 2.173, -3.206], [1.315, 0.827, -3.965], [-2.351, 1.872, -2.082], [-3.270, 0.623, -2.912], [-2.419, 1.868, -3.823], [-0.265, -0.529, -5.294], [-1.872, -1.230, -4.710], [-0.404, -2.011, -4.199], [3.490, 1.555, 4.271], [3.312, 1.002, 2.744], [3.023, -0.695, 2.351], [3.249, 1.831, 1.209], [-1.207, 0.130, 4.650], [-0.920, 0.849, 3.044], [-2.557, 0.878, 2.212], [-0.479, 2.609, 3.269], [0.049, -0.041, 2.262], [-1.657, 0.934, 5.286], [-0.295, -0.185, 5.171], [-1.853, -0.707, 4.502], [-3.358, 1.115, 2.922], [-2.728, -0.142, 1.868], [-2.552, 1.572, 1.318], [-1.235, 3.217, 3.870], [-0.410, 3.026, 2.224], [0.451, 2.744, 3.838], [-1.021, 4.756, -2.181], [-0.453, 4.653, -0.766], [-1.239, 5.375, 0.384], [1.004, 5.218, -0.679], [-0.377, 3.259, -0.335], [-0.361, 2.042, -0.122], [-0.907, 5.808, -2.535], [-2.086, 4.444, -2.180], [-0.506, 4.083, -2.820], [-1.186, 6.464, 0.321], [-0.799, 5.066, 1.356], [-2.251, 4.986, 0.433], [1.035, 6.283, -0.933], [1.771, 4.733, -1.353], [1.349, 5.132, 0.402], [4.335, -0.648, -1.248], [4.982, -1.230, -2.297], [4.002, -1.880, -3.042], [2.828, -1.735, -2.316], [2.993, -0.968, -1.247], [4.669, 0.018, -0.529], [6.044, -1.134, -2.526], [4.167, -2.381, -3.987], [1.923, -2.311, -2.467]], "atomic_forces_ev_per_a": [[-1.465, -0.052, 1.164], [1.271, -0.022, 0.381], [-1.069, 3.158, -1.655], [-0.136, 0.054, 0.734], [0.638, -2.015, -0.031], [3.690, -0.160, 1.179], [-3.344, 0.035, -0.370], [2.267, -0.052, -0.573], [-1.429, 0.983, -0.832], [-2.276, -2.169, 1.951], [4.113, 1.677, -0.283], [-4.033, -3.248, 1.505], [3.586, 3.119, -1.871], [1.439, -1.597, 1.450], [-0.065, 0.515, -0.141], [-0.498, 1.287, 0.116], [0.301, -0.773, -1.530], [-0.562, -0.429, 0.071], [0.019, -0.398, 0.597], [-0.426, 0.649, -0.122], [0.028, -0.098, -0.121], [0.037, 0.125, -0.007], [0.249, -0.152, -0.272], [-0.594, 0.292, 0.011], [-0.269, 0.029, 0.145], [-0.003, 0.119, -0.372], [-0.378, 0.076, -0.737], [-0.145, 0.285, -0.336], [0.544, -0.424, 0.351], [-0.609, -0.091, 0.401], [0.231, 0.200, 0.109], [0.367, 0.102, -0.050], [-0.087, 0.029, 0.013], [0.096, -0.299, -0.064], [-0.404, -0.249, -0.006], [0.045, -0.081, -0.213], [-0.968, -0.710, 1.148], [0.151, 0.148, -0.335], [-0.105, 1.066, 0.001], [0.209, 0.688, 0.796], [-0.683, -1.834, -2.336], [0.242, -0.587, 0.601], [-0.152, 1.083, -0.138], [0.281, 1.280, 1.132], [0.386, -0.155, -1.767], [0.292, 0.484, -0.231], [-0.437, 0.795, 0.085], [-0.848, 1.317, 0.486], [-0.042, -0.807, -0.421], [0.003, 0.045, -0.476], [-0.561, -0.583, 0.154], [0.122, 0.230, -0.085], [0.050, -0.130, -0.230], [0.146, -0.776, 1.079], [0.457, -1.077, -0.881], [0.171, -0.392, 1.040], [0.135, -0.304, -0.505], [-1.056, 1.311, 0.967], [1.209, 0.279, 1.391], [0.462, -0.503, -0.086], [0.751, -0.147, 0.507], [-0.357, -1.745, -0.440], [0.950, 0.418, 0.153], [-0.259, -0.662, -0.009], [0.474, 0.329, -0.070], [0.604, -0.481, -0.646], [-0.260, 0.053, -0.128], [0.015, 0.294, -0.638], [-0.392, 0.269, -0.228], [-0.205, 0.153, -0.018], [-1.022, 0.098, 0.774], [-0.225, -0.090, -1.452], [-0.583, -0.110, 0.046], [-1.040, 0.587, -0.081], [1.291, -0.087, 0.035], [-0.390, -0.470, 0.084], [1.402, 0.128, -0.283], [-0.449, -0.563, -0.323], [-0.453, 0.215, 0.436], [-0.136, -0.126, 0.298], [-0.309, 0.640, 0.003]]}


Entry 2:
{"formula": "C10H14O3", "method": "the ωB97M-V functional and the def2-TZVPD basis", "homo_energy_ev": -9.27, "smiles": "C1C[C@@H](O[C@H]2CC[C@H]3O[C@@H]23)[C@H]2O[C@@H]12", "charge": 0, "relative_energy_kcal_mol": 99.7, "total_energy_ha": -614.9958, "homo_lumo_gap_ha": 0.375, "symbols": ["C", "C", "C", "O", "C", "C", "C", "C", "O", "C", "C", "O", "C", "H", "H", "H", "H", "H", "H", "H", "H", "H", "H", "H", "H", "H", "H"], "positions_angstrom": [[-2.481, 0.769, -2.015], [-1.871, 1.027, -0.615], [-0.395, 1.247, -0.817], [0.368, 1.273, 0.413], [0.551, -0.046, 0.989], [1.790, -0.707, 0.493], [2.118, -1.522, 1.717], [1.588, -0.930, 2.921], [1.642, 0.396, 3.127], [0.474, -0.032, 2.477], [0.000, 0.340, -1.973], [-0.660, -0.863, -2.020], [-1.334, 0.043, -2.781], [-3.441, 0.180, -1.973], [-2.779, 1.670, -2.613], [-2.233, 0.221, -0.036], [-2.323, 1.889, -0.125], [-0.386, 2.213, -1.282], [-0.276, -0.662, 0.582], [2.590, 0.043, 0.385], [1.634, -1.211, -0.363], [3.198, -1.688, 1.582], [1.588, -2.433, 1.507], [1.586, -1.614, 3.716], [-0.481, -0.233, 2.889], [0.960, 0.489, -2.350], [-1.428, 0.144, -3.836]], "atomic_forces_ev_per_a": [[-0.276, -0.290, -0.782], [-1.758, 0.870, -0.790], [-0.091, -0.660, 0.655], [-0.447, -0.178, -0.944], [-2.169, 1.505, -2.135], [1.357, 3.287, 3.769], [2.719, -1.574, -3.109], [-1.247, -1.174, -0.961], [0.499, 2.966, 0.796], [0.842, -2.113, -0.781], [-3.039, 1.573, 0.069], [0.387, -3.675, 0.266], [0.256, 3.868, 2.183], [1.017, 0.265, 0.082], [0.571, -0.434, 0.640], [0.518, -1.210, 0.920], [0.067, 0.244, -0.097], [0.765, 0.999, 0.241], [-0.063, 0.081, 0.682], [-0.410, -0.057, -0.324], [-0.287, -1.894, -2.883], [-0.091, -0.531, 1.012], [-0.006, -0.994, 0.665], [-0.459, -0.363, 1.650], [-0.696, 0.948, 1.161], [1.396, -0.386, -1.076], [0.643, -1.075, -0.908]]}


Entry 3:
{"formula": "C35H90N4O13", "method": "the ωB97M-V functional and the def2-TZVPD basis", "homo_energy_ev": -8.59, "smiles": "COCCNCCOC.COCCNCCOC.COCCNCCOC.COCCNCCOC.CC(C)O.CC(C)O.CC(C)O.OCCO", "charge": 0, "relative_energy_kcal_mol": 0.0, "total_energy_ha": -2584.4532, "homo_lumo_gap_ha": 0.339, "symbols": ["C", "O", "C", "C", "N", "C", "C", "O", "C", "H", "H", "H", "H", "H", "H", "H", "H", "H", "H", "H", "H", "H", "H", "H", "C", "O", "C", "C", "N", "C", "C", "O", "C", "H", "H", "H", "H", "H", "H", "H", "H", "H", "H", "H", "H", "H", "H", "H", "C", "O", "C", "C", "N", "C", "C", "O", "C", "H", "H", "H", "H", "H", "H", "H", "H", "H", "H", "H", "H", "H", "H", "H", "C", "O", "C", "C", "N", "C", "C", "O", "C", "H", "H", "H", "H", "H", "H", "H", "H", "H", "H", "H", "H", "H", "H", "H", "C", "C", "C", "O", "H", "H", "H", "H", "H", "H", "H", "H", "C", "C", "C", "O", "H", "H", "H", "H", "H", "H", "H", "H", "C", "C", "C", "O", "H", "H", "H", "H", "H", "H", "H", "H", "O", "C", "C", "O", "H", "H", "H", "H", "H", "H"], "positions_angstrom": [[0.659, -5.114, -3.121], [1.174, -6.150, -2.340], [1.467, -5.729, -1.034], [1.937, -6.843, -0.146], [0.994, -7.969, -0.092], [0.965, -8.773, -1.322], [0.611, -10.201, -0.985], [1.383, -10.617, 0.134], [1.198, -11.978, 0.426], [0.204, -5.557, -4.005], [1.416, -4.377, -3.435], [-0.086, -4.500, -2.593], [0.570, -5.298, -0.560], [2.202, -4.907, -1.010], [1.918, -6.401, 0.853], [2.953, -7.199, -0.362], [1.323, -8.582, 0.644], [1.933, -8.773, -1.836], [0.151, -8.384, -1.930], [0.846, -10.863, -1.825], [-0.451, -10.283, -0.720], [0.168, -12.212, 0.727], [1.812, -12.247, 1.287], [1.492, -12.604, -0.424], [1.816, -1.639, -4.084], [1.706, -0.258, -4.343], [2.023, 0.537, -3.227], [0.990, 1.608, -3.035], [1.289, 2.516, -1.928], [2.519, 3.278, -2.119], [2.553, 4.372, -1.069], [1.328, 5.087, -1.169], [1.404, 6.437, -0.752], [2.840, -1.861, -3.761], [1.674, -2.242, -4.983], [1.074, -1.987, -3.364], [3.003, 1.012, -3.358], [2.105, -0.051, -2.304], [-0.020, 1.196, -2.929], [0.889, 2.197, -3.970], [0.533, 3.177, -1.807], [2.493, 3.702, -3.140], [3.438, 2.692, -2.062], [3.388, 5.044, -1.295], [2.628, 3.916, -0.077], [1.656, 6.556, 0.309], [0.400, 6.833, -0.891], [2.145, 6.994, -1.333], [-7.875, -1.470, 2.452], [-7.639, -1.839, 1.113], [-6.419, -1.418, 0.525], [-5.963, 0.012, 0.781], [-5.257, 0.187, 2.040], [-5.042, 1.584, 2.369], [-4.696, 1.732, 3.837], [-5.611, 0.971, 4.620], [-5.298, 1.030, 5.985], [-8.758, -2.019, 2.768], [-8.015, -0.394, 2.583], [-7.036, -1.793, 3.085], [-6.556, -1.589, -0.541], [-5.624, -2.090, 0.892], [-6.820, 0.699, 0.695], [-5.245, 0.240, -0.017], [-5.674, -0.338, 2.789], [-5.954, 2.171, 2.181], [-4.175, 1.905, 1.788], [-4.710, 2.786, 4.131], [-3.708, 1.295, 4.035], [-6.144, 0.633, 6.542], [-5.154, 2.071, 6.314], [-4.379, 0.484, 6.230], [3.500, 0.698, 0.220], [4.500, 0.525, -0.754], [5.771, 0.898, -0.293], [6.026, 2.416, -0.413], [7.132, 2.819, 0.443], [6.698, 3.116, 1.811], [7.787, 3.888, 2.525], [8.055, 5.059, 1.781], [9.351, 5.576, 2.023], [2.545, 0.369, -0.177], [3.433, 1.738, 0.557], [3.729, 0.070, 1.093], [6.505, 0.386, -0.912], [5.912, 0.607, 0.756], [5.069, 2.935, -0.253], [6.294, 2.605, -1.455], [7.458, 3.716, 0.094], [6.476, 2.197, 2.356], [5.778, 3.725, 1.791], [8.673, 3.241, 2.564], [7.476, 4.170, 3.536], [10.097, 4.813, 1.778], [9.472, 5.880, 3.069], [9.494, 6.453, 1.397], [-2.022, 3.963, -0.765], [-3.372, 3.619, -1.344], [-4.362, 4.760, -1.239], [-3.235, 3.330, -2.750], [-2.155, 4.307, 0.268], [-1.534, 4.764, -1.321], [-1.382, 3.087, -0.644], [-3.793, 2.734, -0.855], [-5.286, 4.469, -1.741], [-3.962, 5.688, -1.640], [-4.636, 4.918, -0.191], [-2.311, 3.161, -2.953], [-3.691, -1.417, -2.270], [-2.804, -2.577, -2.742], [-1.700, -2.047, -3.628], [-2.117, -3.164, -1.615], [-3.060, -0.542, -2.125], [-4.192, -1.653, -1.330], [-4.448, -1.214, -3.028], [-3.404, -3.339, -3.244], [-2.175, -1.720, -4.558], [-1.040, -2.856, -3.958], [-1.058, -1.294, -3.178], [-2.739, -3.578, -1.009], [0.456, 3.817, 2.712], [-0.821, 3.287, 3.346], [-1.831, 4.318, 3.709], [-1.453, 2.270, 2.548], [0.273, 4.155, 1.686], [1.131, 2.965, 2.577], [0.903, 4.589, 3.332], [-0.538, 2.715, 4.242], [-1.487, 4.935, 4.541], [-2.766, 3.855, 4.023], [-2.094, 4.985, 2.883], [-0.806, 1.881, 1.941], [-0.030, 1.313, 0.401], [-1.035, 0.364, -0.015], [-0.744, -1.075, 0.292], [0.251, -1.665, -0.515], [0.643, 1.299, -0.302], [-1.853, 0.666, 0.660], [-1.466, 0.587, -0.997], [-1.735, -1.542, 0.212], [-0.492, -1.188, 1.350], [-0.218, -2.235, -1.138]], "atomic_forces_ev_per_a": [[-0.138, 0.748, -0.263], [0.208, -0.014, 0.034], [-0.161, 0.706, 0.469], [-0.547, -0.565, 0.381], [0.315, 0.133, -0.158], [-0.276, -0.066, 0.691], [0.033, -0.264, 0.475], [0.108, -0.093, -0.004], [-0.005, -0.247, 0.341], [0.002, 0.042, -0.037], [0.225, -0.360, -0.021], [-0.167, -0.420, 0.111], [-0.117, -0.143, -0.224], [0.116, -0.157, -0.258], [0.352, -0.065, 0.038], [0.074, 0.227, -0.231], [-0.089, 0.004, 0.064], [-0.096, 0.244, -0.200], [0.401, 0.013, -0.528], [-0.237, 0.063, -0.129], [-0.017, -0.068, -0.123], [-0.060, 0.122, -0.302], [0.184, 0.185, -0.122], [-0.104, -0.042, 0.013], [0.601, -0.317, -0.088], [-0.448, -0.158, -0.349], [0.457, 0.015, 0.617], [-0.909, 1.175, -0.798], [0.501, -1.142, 0.294], [-0.533, 0.378, -0.355], [-0.255, 0.062, -0.656], [0.231, 0.210, 0.128], [-0.216, -0.222, 0.203], [-0.166, -0.148, 0.349], [-0.183, 0.491, -0.274], [0.197, 0.111, 0.291], [0.018, -0.175, -0.164], [-0.119, -0.146, -0.137], [0.191, -0.273, 0.402], [0.335, -0.199, -0.048], [-0.011, 0.022, -0.005], [0.213, 0.286, 0.195], [-0.220, -0.316, 0.248], [0.109, -0.042, 0.316], [0.212, 0.175, 0.106], [0.052, -0.253, -0.010], [0.107, 0.240, -0.124], [-0.110, 0.037, -0.125], [0.557, -0.321, 0.033], [-0.385, 0.330, -0.368], [0.223, -0.338, 0.625], [0.142, -0.171, 0.024], [0.161, -0.371, -0.398], [-0.129, -0.596, 0.590], [0.405, -0.902, 0.151], [-0.340, 0.368, -0.256], [-0.040, 0.418, 0.288], [-0.125, 0.131, 0.026], [-0.084, 0.009, -0.028], [-0.100, 0.021, 0.104], [0.028, 0.061, -0.026], [0.050, 0.088, -0.146], [-0.003, 0.000, -0.149], [-0.216, 0.217, -0.107], [-0.190, 0.281, 0.218], [0.178, 0.198, -0.283], [-0.229, 0.570, -0.077], [-0.009, -0.008, 0.053], [0.165, 0.377, -0.194], [0.078, -0.190, -0.013], [-0.012, -0.064, -0.057], [-0.054, -0.111, -0.076], [0.172, -0.207, 0.511], [-0.287, -0.071, -0.374], [0.370, 0.629, 0.114], [-0.101, -0.876, -0.490], [-0.423, 0.581, 0.073], [-0.225, 0.229, -0.186], [-0.071, -0.254, -0.124], [0.178, 0.183, -0.144], [-0.182, -0.173, 0.108], [0.028, 0.047, -0.148], [-0.139, -0.004, -0.037], [-0.067, 0.082, 0.015], [0.028, -0.177, 0.115], [-0.003, -0.173, -0.045], [0.149, 0.207, 0.335], [0.064, 0.120, 0.049], [0.255, -0.158, -0.039], [0.042, -0.002, 0.032], [0.014, -0.049, 0.128], [0.069, 0.182, 0.114], [0.054, -0.183, 0.091], [0.125, 0.118, 0.031], [0.009, -0.064, 0.010], [-0.055, -0.024, -0.097], [-0.143, -0.063, 1.013], [0.227, 0.242, -0.764], [-0.372, -0.348, 0.573], [-0.139, -0.146, 0.027], [0.015, 0.104, -0.074], [0.052, -0.081, -0.122], [0.129, 0.030, -0.342], [0.076, -0.009, 0.072], [0.067, 0.216, -0.225], [-0.017, -0.023, -0.167], [0.137, 0.063, -0.018], [-0.010, -0.037, 0.084], [0.108, -0.467, -0.260], [0.428, 0.628, 1.099], [-0.268, -1.052, -1.200], [0.098, -0.111, -0.215], [-0.178, 0.146, 0.068], [-0.045, -0.045, -0.025], [0.006, 0.217, 0.058], [0.107, -0.057, -0.095], [0.248, 0.544, 0.147], [-0.060, -0.086, 0.194], [-0.357, 0.295, 0.122], [-0.125, 0.023, -0.041], [-0.348, -0.700, -0.565], [0.426, -1.513, 0.143], [-0.722, 0.672, 0.167], [-0.283, 0.531, -0.247], [-0.136, 0.388, 0.183], [0.232, 0.197, 0.276], [0.144, 0.059, -0.075], [0.132, 0.556, 0.290], [0.099, 0.014, -0.046], [0.089, -0.139, 0.060], [0.207, -0.066, -0.121], [0.175, 0.212, -0.009], [0.157, -1.051, -1.127], [-0.822, 1.398, 1.777], [-0.670, 0.158, 0.216], [-0.153, -0.067, -0.191], [0.242, 0.645, 0.161], [-0.197, -0.485, -0.137], [0.653, -0.236, -0.341], [0.301, -0.402, -0.299], [0.347, 0.205, -0.056], [0.012, -0.109, 0.024]]}